No. 1
Formula: C23H34CuN7PS4Sb
Source: OMol25
Level of theory: wB97M-V/def2-TZVPD

Computed properties:
* relative energy (zero: lowest compared OMol25 entry of this formula, charge and spin): 0.864 eV
* HOMO level: -7.02 eV

Structure (XYZ):
```
71
Properties=species:S:1:pos:R:3:forces:R:3
Cu -0.264 0.489 0.095 0.512 0.066 -0.328
S 2.772 -0.390 3.210 0.002 -0.177 0.030
Sb 3.129 -1.985 1.655 -0.078 0.328 -0.081
S 1.670 -1.307 -0.309 -0.255 -0.193 0.176
S 3.688 -0.746 -0.431 0.064 -0.049 0.090
C -3.392 3.046 -1.399 -0.021 0.050 0.002
N -2.922 4.391 -1.139 -0.018 -0.117 -0.115
C -2.971 5.468 -2.017 -0.042 -0.165 -0.010
C -2.393 6.512 -1.401 0.064 0.030 0.165
N -1.999 6.059 -0.151 0.050 0.137 -0.061
C -2.315 4.749 0.024 -0.092 0.052 -0.057
S -2.019 3.785 1.354 0.019 0.033 -0.033
H -3.698 2.976 -2.441 0.003 0.012 -0.005
H -4.238 2.807 -0.753 0.015 0.015 0.001
H -2.591 2.333 -1.198 0.030 0.008 0.004
H -3.411 5.389 -2.996 0.011 -0.014 0.043
H -2.233 7.522 -1.732 0.001 -0.039 0.018
H -1.527 6.590 0.558 0.003 -0.016 0.034
C -1.502 -2.806 0.059 -0.078 0.016 -0.058
N -2.037 -1.656 -0.697 0.015 -0.049 -0.247
C -3.497 -1.833 -0.772 0.041 0.030 -0.002
N -3.884 -3.087 -1.419 0.032 -0.025 -0.007
C -3.288 -4.195 -0.660 0.072 0.094 -0.052
N -1.830 -4.084 -0.574 -0.027 0.017 -0.026
C -1.286 -4.071 -1.938 -0.095 0.100 0.036
N -1.844 -2.975 -2.745 -0.002 -0.007 0.061
C -1.512 -1.717 -2.076 -0.033 -0.108 0.034
C -3.302 -3.108 -2.767 0.060 0.033 0.098
H -1.929 -2.785 1.065 0.005 0.015 0.021
H -0.420 -2.719 0.140 0.044 0.017 -0.027
H -3.928 -0.999 -1.335 0.014 -0.003 0.000
H -3.904 -1.821 0.242 -0.002 0.021 0.006
H -3.543 -5.133 -1.154 -0.021 -0.028 0.012
H -3.705 -4.201 0.349 -0.003 0.002 0.012
H -1.519 -5.022 -2.421 0.000 -0.010 -0.010
H -0.203 -3.951 -1.885 0.012 -0.013 -0.004
H -1.938 -0.886 -2.646 -0.002 0.004 0.008
H -0.427 -1.609 -2.049 0.026 0.011 0.027
H -3.569 -4.049 -3.251 -0.009 -0.016 -0.014
H -3.724 -2.283 -3.346 -0.008 -0.004 -0.014
C 0.361 3.501 -1.855 -0.047 -0.093 0.006
P 0.963 1.870 -1.260 -0.297 0.226 -0.014
C 1.570 1.187 -2.840 0.050 -0.100 0.107
C 2.416 2.419 -0.322 -0.040 -0.065 0.057
C 3.614 2.799 -0.923 0.026 0.030 0.023
C 4.664 3.263 -0.148 -0.020 -0.014 -0.027
C 4.526 3.351 1.234 -0.051 -0.016 -0.039
C 3.338 2.967 1.837 0.006 0.027 0.019
C 2.286 2.502 1.060 0.060 -0.010 -0.038
H 1.174 4.025 -2.359 -0.015 0.011 -0.020
H 0.038 4.088 -0.996 -0.023 -0.005 0.003
H -0.473 3.376 -2.549 -0.011 0.014 0.033
H 2.288 1.857 -3.313 -0.039 -0.001 -0.029
H 0.709 1.072 -3.501 0.010 -0.013 -0.019
H 2.032 0.211 -2.693 -0.009 0.032 0.015
H 3.746 2.714 -1.995 -0.005 0.018 0.028
H 5.598 3.544 -0.620 -0.021 0.000 0.020
H 5.350 3.707 1.838 -0.003 -0.020 -0.003
H 3.232 3.007 2.913 0.007 -0.026 -0.044
H 1.366 2.178 1.533 0.025 0.022 0.024
C -2.990 -0.219 3.927 -0.013 0.008 -0.024
C -3.563 0.222 2.742 -0.037 -0.015 0.041
C -2.749 0.438 1.648 0.004 0.005 -0.049
N -1.427 0.242 1.679 0.031 -0.076 0.256
C -0.873 -0.172 2.827 0.024 -0.001 -0.023
C -1.621 -0.415 3.968 0.032 -0.018 0.041
H -3.603 -0.400 4.801 0.017 0.010 -0.019
H -4.626 0.407 2.663 0.024 -0.011 0.001
H -3.161 0.783 0.711 0.031 0.004 0.005
H 0.205 -0.307 2.831 -0.008 -0.005 -0.017
H -1.119 -0.752 4.865 -0.017 0.022 -0.042
```
Positions in Å, forces in eV/Å.

=====

No. 2
Formula: C34H35N5S6TeW
Source: OMol25
Level of theory: wB97M-V/def2-TZVPD

Computed properties:
* total charge: +4
* HOMO level: -17.22 eV

Structure (XYZ):
```
82
Properties=species:S:1:pos:R:3:forces:R:3
W 0.570 0.749 0.153 0.083 -0.302 -0.103
S 2.918 0.818 -0.419 -0.032 0.054 0.009
C 3.473 2.463 -0.095 0.023 -0.003 0.011
C 4.809 2.771 -0.339 0.002 0.000 -0.002
C 5.272 4.063 -0.137 -0.017 0.002 0.005
C 4.414 5.066 0.303 0.003 -0.012 -0.004
C 3.080 4.777 0.541 0.023 0.001 -0.004
C 2.627 3.474 0.354 -0.004 -0.006 0.015
S 0.916 3.148 0.679 -0.022 0.111 0.065
C 0.804 3.126 2.478 0.037 0.020 0.000
C 1.573 1.980 3.044 0.011 0.003 0.053
C 2.198 2.127 4.268 0.004 -0.010 -0.009
C 2.936 1.076 4.783 0.007 -0.016 -0.004
C 3.016 -0.088 4.041 0.000 0.029 0.025
C 2.361 -0.172 2.823 0.000 -0.022 0.025
C 2.529 -1.442 2.046 -0.004 0.019 0.003
S 1.439 -1.586 0.623 0.024 0.026 -0.039
C 0.196 -2.837 0.933 -0.043 0.001 0.017
C 0.116 -3.716 -0.144 -0.011 0.021 0.046
C -0.801 -4.760 -0.144 -0.001 -0.007 -0.015
C -1.639 -4.937 0.940 -0.008 -0.018 -0.010
C -1.551 -4.076 2.029 0.021 0.048 0.019
C -0.648 -3.020 2.044 0.043 -0.026 -0.044
S -1.212 0.663 1.328 0.034 0.031 -0.070
N 1.640 0.845 2.314 -0.067 0.011 -0.086
H 5.483 2.000 -0.691 0.004 0.005 0.001
H 6.312 4.290 -0.329 0.000 0.001 0.000
H 4.783 6.071 0.455 0.000 -0.001 -0.003
H 2.403 5.555 0.875 0.006 0.003 0.001
H -0.262 3.077 2.711 0.003 -0.011 -0.001
H 1.186 4.081 2.837 -0.008 -0.002 0.009
H 2.118 3.065 4.801 -0.001 0.001 -0.004
H 3.448 1.168 5.733 0.001 -0.002 -0.001
H 3.601 -0.929 4.391 -0.002 -0.001 -0.004
H 2.402 -2.327 2.671 0.005 -0.005 -0.003
H 3.538 -1.492 1.629 0.004 0.002 0.004
H 0.789 -3.590 -0.984 -0.002 -0.012 -0.005
H -0.838 -5.441 -0.984 -0.002 0.001 0.001
H -2.351 -5.752 0.959 0.000 0.001 0.004
H -2.201 -4.253 2.876 -0.006 -0.017 -0.008
S -1.162 -3.038 -5.129 0.010 0.049 0.012
C -0.795 -2.124 -3.728 -0.039 -0.059 -0.004
C 0.546 -1.724 -3.536 0.028 0.013 -0.004
C 0.895 -0.982 -2.448 0.003 -0.017 0.004
N 0.000 -0.596 -1.492 -0.041 0.115 0.151
C -1.295 -0.986 -1.670 0.002 -0.007 -0.057
C -1.714 -1.734 -2.732 0.014 0.015 -0.010
C -2.922 -3.276 -4.999 0.047 -0.012 0.015
C -3.412 -4.466 -4.486 -0.031 -0.001 -0.003
C -4.794 -4.614 -4.422 -0.018 0.025 -0.002
N -5.645 -3.675 -4.822 0.024 -0.005 -0.009
C -5.155 -2.555 -5.342 0.007 -0.017 0.010
C -3.792 -2.301 -5.460 -0.017 -0.002 -0.011
H 1.310 -1.986 -4.256 -0.003 0.002 -0.001
H 1.919 -0.662 -2.315 0.003 0.008 -0.005
H -2.003 -0.662 -0.922 0.008 0.000 0.011
H -2.758 -2.006 -2.804 -0.002 0.003 -0.002
H -2.751 -5.263 -4.171 -0.009 -0.004 0.004
H -5.231 -5.528 -4.038 0.003 -0.004 0.000
H -5.879 -1.827 -5.689 -0.003 -0.002 -0.001
H -3.434 -1.388 -5.916 -0.003 0.002 0.008
S -0.127 1.973 -1.932 -0.096 -0.082 0.097
C -0.518 3.688 -1.798 -0.037 0.030 -0.083
N -1.689 4.157 -1.420 0.020 0.012 -0.001
C -1.795 5.615 -1.656 0.007 -0.015 -0.031
C -0.405 5.957 -2.246 0.000 -0.026 0.001
N 0.271 4.642 -2.235 0.059 0.064 0.038
H -2.478 3.563 -1.221 0.012 -0.005 0.019
H -1.994 6.135 -0.722 -0.002 -0.008 0.006
H -2.604 5.818 -2.353 -0.003 0.009 0.001
H 0.146 6.668 -1.634 -0.004 0.004 0.006
H -0.461 6.336 -3.264 0.003 0.001 -0.004
H 1.200 4.474 -2.589 -0.030 -0.009 -0.052
C -2.649 -1.735 4.196 0.022 0.005 -0.012
Te -0.573 -1.911 3.842 -0.034 -0.011 -0.006
C -0.233 -3.542 5.146 0.000 0.034 -0.011
H -3.080 -2.728 4.296 0.000 -0.002 -0.001
H -3.091 -1.191 3.366 -0.009 0.004 0.006
H -2.761 -1.177 5.124 -0.005 0.000 0.002
H -0.350 -3.164 6.161 0.005 -0.017 0.008
H 0.781 -3.903 4.988 0.001 -0.008 0.011
H -0.962 -4.319 4.932 0.000 -0.003 0.003
```
Positions in Å, forces in eV/Å.

=====

No. 3
Formula: C5H9NO
Source: OMol25
Level of theory: wB97M-V/def2-TZVPD

Computed properties:
* relative energy (zero: lowest compared OMol25 entry of this formula, charge and spin): 6.208 eV
* SMILES: C[C@H]1CC/C1=N\O
* HOMO level: -8.89 eV

Structure (XYZ):
```
16
Properties=species:S:1:pos:R:3:forces:R:3
C 0.492 1.016 1.797 0.157 0.922 -1.156
C -0.075 0.916 0.036 0.300 -0.135 1.488
C 0.277 0.791 -1.608 0.404 0.137 0.415
C -0.174 -0.709 -1.561 -0.144 0.033 0.165
C -0.246 -0.527 -0.057 -0.086 -0.476 0.676
N 0.015 -1.172 1.011 -0.608 -0.179 -0.221
O -0.304 -2.521 1.017 -0.191 -1.045 -0.657
H 0.281 2.042 2.045 0.461 0.592 0.041
H 1.542 0.732 1.923 -0.152 0.386 -0.387
H -0.028 0.400 2.580 -0.064 0.510 -1.644
H -0.932 1.583 0.124 -0.341 -0.572 -0.126
H -0.349 1.383 -2.306 0.239 0.033 0.916
H 1.314 0.924 -1.914 0.031 -0.080 0.209
H 0.565 -1.455 -1.893 -0.222 0.238 0.263
H -1.119 -0.919 -2.072 0.135 0.194 0.102
H -1.259 -2.485 0.877 0.082 -0.560 -0.084
```
Positions in Å, forces in eV/Å.

=====

no.,E (eV),HOMO-LUMO gap (eV)
1,-138642.794,7.29
2,-117371.879,4.80
3,-8863.005,9.78